68
Properties=species:S:1:pos:R:3:nbo_charge:R:1 method="wB97M-V/def2-TZVPD" de_lowest_kj_mol=82.1 multiplicity=1 e_tot_ev=-59598.881 homo_lumo_gap_ha=0.2007 lumo_energy_ev=-1.0763
S 2.10 -3.56 -0.60 2.23
O 5.07 3.39 -0.54 -0.38
O -0.03 -1.89 1.93 -0.55
O -3.84 3.38 0.37 -0.61
O 3.45 -4.00 -0.72 -0.88
O 7.09 2.52 -0.85 -0.38
O 1.36 -3.12 -1.77 -0.87
N 5.86 2.41 -0.60 0.50
N -1.56 3.71 0.09 -0.46
N 1.96 -2.27 0.72 -0.66
N -0.83 1.57 0.20 -0.45
C -5.14 1.01 -1.91 -0.24
C 6.37 0.05 -0.43 -0.19
C 0.60 -4.16 1.45 -0.16
C -4.94 0.02 0.30 -0.25
C 0.27 3.16 -1.46 -0.64
C 1.29 -6.12 0.11 -0.21
C -1.66 5.15 -0.04 -0.42
C -2.86 0.68 -0.93 -0.43
C 1.24 -4.75 0.35 -0.22
C 1.28 0.45 0.12 -0.33
C 3.55 -0.58 0.07 0.04
C 0.69 3.46 1.01 -0.64
C -0.32 2.96 -0.04 0.34
C -4.35 0.56 -0.85 0.09
C -6.33 0.02 0.43 -0.20
C -6.53 1.03 -1.78 -0.19
C 2.11 -0.73 0.19 -0.22
C 5.95 -1.26 -0.16 -0.21
C -2.70 2.96 0.23 0.68
C -0.17 -6.37 2.06 -0.19
C 5.40 1.07 -0.38 0.02
C 4.05 0.75 -0.13 -0.19
C -0.19 -4.99 2.26 -0.15
C 0.75 -2.72 1.47 0.62
C -2.29 1.49 0.24 -0.11
C -7.13 0.54 -0.61 -0.23
C 0.57 -6.93 0.99 -0.18
C 4.60 -1.54 0.17 -0.20
C -0.10 0.43 0.30 0.03
H -4.65 1.38 -2.81 0.21
H 7.40 0.34 -0.66 0.25
H 1.20 -1.63 -0.19 0.44
H 6.73 -2.04 -0.22 0.23
H -2.59 1.03 1.20 0.21
H 4.43 -2.55 0.48 0.23
H 0.21 3.49 2.00 0.23
H 1.01 4.48 0.75 0.22
H 1.69 1.42 -0.19 0.24
H 3.37 1.63 -0.10 0.22
H 0.58 4.20 -1.58 0.22
H -8.21 0.56 -0.50 0.21
H -0.74 -0.44 0.58 0.23
H -2.72 5.43 0.01 0.25
H 1.58 2.83 1.07 0.23
H -0.78 -4.49 3.05 0.25
H -1.25 5.48 -1.00 0.20
H 0.58 -8.01 0.87 0.23
H -4.30 -0.37 1.09 0.21
H -0.48 2.93 -2.23 0.22
H -6.78 -0.37 1.34 0.21
H -1.13 5.65 0.77 0.20
H 1.89 -6.53 -0.72 0.25
H -7.14 1.44 -2.58 0.21
H -2.39 -0.32 -0.91 0.22
H 1.15 2.53 -1.63 0.22
H -2.56 1.17 -1.87 0.21
H -0.74 -7.01 2.73 0.23